The following is a DFT calculation (wB97M-V/def2-TZVPD) of a cluster of 5 separate species, C46H83F13N7O6S2 in total.

Summary:
- Charge: +1
- HOMO-LUMO gap: 0.2474 Ha
- F_max: 4.29 eV Å⁻¹

Last column: Mulliken charge in e.
CARTESIAN COORDINATES (ANGSTROEM)
C1 0.51521 -2.12707 -3.32508  -0.482
C2 -0.69099 -2.13736 -2.33134  0.062
C3 -1.72903 -3.15479 -2.28614  -0.922
C4 -2.80379 -3.03874 -1.28374  -0.727
C5 -2.86899 -1.94112 -0.30511  0.498
C6 -4.03148 -1.91829 0.74870  1.477
C7 -5.23659 -2.87096 0.37537  -1.727
C8 -3.52875 -2.13966 2.23533  -1.220
C9 -1.80476 -0.91568 -0.34094  -0.327
O1 -1.87628 0.09622 0.64042  0.039
C10 -1.70936 1.40615 0.11140  -1.354
N1 -0.70507 2.11574 0.96144  0.710
C11 -1.14328 2.34940 2.16156  -0.340
C12 -0.10874 3.03589 3.10606  -0.846
C13 1.03006 3.31628 2.00741  -0.766
C14 0.69078 2.58359 0.66571  1.771
C15 1.53379 1.33169 0.21168  -0.421
C16 3.02064 1.28009 0.75496  -1.015
C17 3.30103 -0.06446 1.60114  -0.979
C18 4.34069 -0.98787 0.78763  -1.085
C19 3.66360 -1.62436 -0.50032  0.579
C20 4.70502 -2.41340 -1.40448  -0.802
C21 4.53344 -2.12789 -2.94809  -0.154
S1 4.62585 -3.67439 -3.98025  -0.225
C22 3.41412 -3.44361 -5.31404  0.522
N2 2.92079 -2.22312 -5.64148  -0.094
N3 2.01813 -2.39381 -6.63976  -0.556
C23 1.97327 -3.70524 -6.91509  0.059
O2 2.84218 -4.40979 -6.09155  -0.314
C24 0.42636 3.75209 -0.39287  -1.893
C25 1.73932 4.36229 -1.01380  -1.392
C26 2.20720 3.63146 -2.34826  0.915
F1 3.30045 2.83990 -1.93781  -0.321
F2 1.28078 2.73315 -2.83266  -0.286
C27 2.79070 4.62966 -3.40542  0.463
F3 3.76143 5.35882 -2.71217  -0.305
F4 3.54170 3.88691 -4.30017  -0.315
C28 1.83929 5.68833 -4.06377  0.390
F5 2.43631 6.09153 -5.24334  -0.260
F6 1.92119 6.83019 -3.26486  -0.271
C29 0.31194 5.41249 -4.23206  0.713
F7 -0.35870 4.95620 -3.10485  0.130
F8 -0.25174 6.67584 -4.47054  -0.313
S2 -0.26016 4.36850 -5.68042  1.233
F9 1.16726 3.63367 -5.85094  -0.316
F10 -0.84995 3.19014 -4.68766  -0.304
F11 -1.74823 5.07705 -5.53776  -0.289
F12 0.08815 5.53512 -6.76591  -0.291
F13 -0.80981 3.47209 -6.92463  -0.305
C30 -0.76663 -1.05870 -1.34755  0.326
H1 0.87318 -3.16349 -3.53181  0.336
H2 1.33788 -1.55582 -2.80378  -0.308
H3 0.29135 -1.53657 -4.25542  0.330
H4 -1.72389 -4.02289 -2.98015  0.406
H5 -3.55363 -3.86836 -1.29781  0.268
H6 -4.45550 -0.86837 0.72228  0.156
H7 -4.95139 -3.94857 0.51466  0.291
H8 -6.19563 -2.59298 0.87706  0.426
H9 -5.40756 -2.74908 -0.73597  0.411
H10 -4.41988 -2.34389 2.90032  0.350
H11 -2.83850 -3.01148 2.36255  0.349
H12 -3.08788 -1.18335 2.64235  0.203
H13 -2.68940 1.94392 0.27394  0.493
H14 -1.50981 1.45099 -0.98608  0.562
H15 -2.17728 1.99250 2.37342  0.492
H16 0.14133 2.18441 3.80913  0.328
H17 -0.43770 3.90837 3.71761  0.378
H18 1.95928 3.05722 2.57290  0.238
H19 1.10297 4.44084 1.96977  0.549
H20 1.56495 1.20931 -0.90671  -0.345
H21 0.98739 0.41706 0.58727  0.749
H22 3.36413 2.20633 1.27509  0.737
H23 3.68232 1.17650 -0.15217  0.052
H24 2.36866 -0.66205 1.76855  0.483
H25 3.78352 0.15183 2.59197  0.304
H26 4.77470 -1.80660 1.41773  0.423
H27 5.19487 -0.36605 0.38785  0.314
H28 2.86208 -2.35094 -0.19972  0.283
H29 3.16902 -0.84517 -1.14768  -0.541
H30 4.55020 -3.52399 -1.26839  0.385
H31 5.76759 -2.19427 -1.13181  0.357
H32 3.54319 -1.66259 -3.20110  -0.073
H33 5.33099 -1.43727 -3.33023  0.456
H34 1.31784 -4.13115 -7.70375  0.391
H35 -0.34765 3.45592 -1.15310  0.544
H36 -0.05518 4.58277 0.20201  0.629
H37 2.54106 4.27174 -0.22669  0.582
H38 1.62024 5.47201 -1.17194  0.489
H39 0.03736 -0.28168 -1.37081  -0.137
C31 -6.11922 -9.53292 2.29450  -1.381
C32 -6.68644 -8.50429 1.32066  0.324
C33 -5.62102 -7.86686 0.40930  -0.817
O3 -4.81931 -6.88060 1.04620  -0.167
C34 -3.73837 -7.39139 1.80240  -0.599
N4 -7.42771 -7.49022 2.07870  -0.725
H40 -5.59140 -9.07038 3.13003  0.286
H41 -6.92509 -10.13348 2.72107  0.351
H42 -5.43045 -10.21380 1.78825  0.341
H43 -7.39447 -9.03096 0.67282  0.427
H44 -6.14080 -7.34318 -0.39883  0.315
H45 -4.99093 -8.62872 -0.06650  0.394
H46 -3.30808 -8.29316 1.35658  0.375
H47 -4.05673 -7.58876 2.82824  0.150
H48 -2.96431 -6.62224 1.83912  0.150
H49 -7.88581 -6.86092 1.42283  0.276
H50 -6.74238 -6.89620 2.54267  0.291
C35 8.91912 3.92567 1.87126  -1.431
C36 7.91833 3.69213 0.74347  0.194
C37 6.54274 3.20185 1.23357  -0.357
O4 6.50489 1.82965 1.60346  -0.129
C38 6.97193 1.56182 2.91526  -0.917
N5 8.50742 2.76789 -0.23084  -0.736
H51 9.32378 2.99432 2.27009  0.288
H52 9.76639 4.51060 1.50865  0.367
H53 8.46067 4.48066 2.69378  0.334
H54 7.76147 4.65569 0.24773  0.438
H55 5.83647 3.29933 0.40171  -0.054
H56 6.15784 3.83166 2.04670  0.530
H57 6.72324 2.36746 3.61270  0.370
H58 8.04876 1.38579 2.90760  0.270
H59 6.49167 0.64507 3.26329  0.272
H60 7.88049 2.68899 -1.02905  0.275
H61 8.48881 1.83676 0.18206  0.324
C39 -3.08692 8.63352 -2.06085  -1.687
C40 -2.66184 7.19598 -2.34718  1.061
C41 -3.81872 6.30011 -2.82638  -0.531
O5 -4.70003 5.87930 -1.79371  -0.446
C42 -5.69634 6.82586 -1.44245  -0.702
N6 -2.00460 6.64968 -1.16499  -0.528
H62 -3.63301 8.72867 -1.12107  0.329
H63 -2.20933 9.27916 -1.98522  0.416
H64 -3.71641 9.02281 -2.86415  0.345
H65 -1.92609 7.23508 -3.15131  -0.156
H66 -3.38500 5.38047 -3.23264  0.114
H67 -4.37752 6.76958 -3.64473  0.539
H68 -6.03691 7.40306 -2.30670  0.316
H69 -5.32882 7.49419 -0.66122  0.256
H70 -6.54985 6.28139 -1.03572  0.267
H71 -1.64335 5.72943 -1.40475  -0.016
H72 -2.72639 6.45245 -0.47294  0.350
C43 -1.11739 -5.52695 7.36437  -1.417
C44 -0.52147 -5.20306 5.99762  0.326
C45 -1.28461 -4.10071 5.23903  -0.824
O6 -2.50303 -4.53030 4.64924  -0.084
C46 -3.60686 -4.56258 5.53812  -0.881
N7 -0.43316 -6.43900 5.21276  -0.724
H73 -2.02928 -6.12132 7.29209  0.285
H74 -0.40723 -6.10563 7.95826  0.356
H75 -1.34641 -4.61328 7.91875  0.346
H76 0.49535 -4.83451 6.16911  0.425
H77 -0.65665 -3.77187 4.40449  0.256
H78 -1.45135 -3.21900 5.87147  0.487
H79 -3.56143 -3.75907 6.27942  0.343
H80 -3.66854 -5.53307 6.03388  0.293
H81 -4.51722 -4.43603 4.94917  0.261
H82 0.05255 -6.23962 4.34072  0.280
H83 -1.37716 -6.67724 4.91271  0.300